The following is a quantum chemistry calculation of one molecule with the formula C4H5NO, from the Open Molecules 2025 dataset.

Values from the calculation:
- relative energy (zero: lowest compared OMol25 entry of this formula, charge and spin) (kcal/mol) = 14.4
- multiplicity = 1
- SMILES = O=C1C=CNC1
- total charge = 0
- molar mass (g/mol) = 83.09
- E (Ha) = -285.3916

Structure (XYZ):
```
11
C4H5NO | the Open Molecules 2025 dataset | ωB97M-V with the def2-TZVPD basis set
O -1.05 0.76 -1.62
C -0.52 0.46 -0.57
C 0.50 1.20 0.19
C 1.24 0.25 0.79
N 0.73 -1.03 0.68
C -0.62 -0.90 0.14
H 0.74 2.24 0.07
H 2.22 0.39 1.25
H 0.88 -1.67 1.45
H -0.91 -1.71 -0.54
H -1.36 -0.81 0.95
```

The net atomic charges from Löwdin, expressed in e, are: atom 1 (O): 0.070, atom 2 (C): -0.417, atom 3 (C): -0.017, atom 4 (C): -0.118, atom 5 (N): -0.023, atom 6 (C): -0.109, atom 7 (H): 0.106, atom 8 (H): 0.121, atom 9 (H): 0.127, atom 10 (H): 0.125, atom 11 (H): 0.135

=====

The following is a quantum chemistry calculation of C4H5NO as an isolated structure, from the Open Molecules 2025 dataset.

Values from the calculation:
- relative energy (zero: lowest compared OMol25 entry of this formula, charge and spin) (kcal/mol) = 67.7
- multiplicity = 1
- total charge = 0
- molar mass (g/mol) = 83.09
- E (Ha) = -285.3066

Structure (XYZ):
```
11
C4H5NO | the Open Molecules 2025 dataset | ωB97M-V with the def2-TZVPD basis set
C -0.74 0.23 0.08
C 0.83 0.20 0.02
C -1.76 1.07 -0.04
C 0.63 -1.28 -0.02
N 1.73 1.02 -0.06
O -0.82 -1.14 -0.07
H -2.82 0.66 0.04
H -1.63 2.11 -0.14
H 0.99 -1.58 -0.98
H 1.00 -1.91 0.96
H 2.58 0.63 0.22
```

The net atomic charges from Löwdin, expressed in e, are: atom 1 (C): -0.281, atom 2 (C): -0.308, atom 3 (C): 0.082, atom 4 (C): -0.109, atom 5 (N): 0.182, atom 6 (O): -0.043, atom 7 (H): 0.095, atom 8 (H): 0.047, atom 9 (H): 0.117, atom 10 (H): 0.180, atom 11 (H): 0.039

=====

The following is a quantum chemistry calculation of one molecule with the formula C4H5NO, from the Open Molecules 2025 dataset.

Values from the calculation:
- relative energy (zero: lowest compared OMol25 entry of this formula, charge and spin) (kcal/mol) = 38.9
- multiplicity = 1
- SMILES = N#C[C@H]1CCO1
- total charge = 0
- molar mass (g/mol) = 83.09
- E (Ha) = -285.3526

Structure (XYZ):
```
11
C4H5NO | the Open Molecules 2025 dataset | ωB97M-V with the def2-TZVPD basis set
N 3.14 -0.32 -0.06
C 2.02 -0.07 0.05
C 0.63 0.45 0.21
C -0.50 0.07 -0.78
C -1.23 -0.43 0.48
O -0.11 -0.07 1.31
H 0.77 1.53 0.31
H -0.95 0.92 -1.30
H -0.22 -0.70 -1.50
H -2.13 0.13 0.77
H -1.43 -1.51 0.52
```

The net atomic charges from Löwdin, expressed in e, are: atom 1 (N): 0.147, atom 2 (C): -0.130, atom 3 (C): -0.314, atom 4 (C): -0.073, atom 5 (C): -0.154, atom 6 (O): -0.081, atom 7 (H): 0.145, atom 8 (H): 0.112, atom 9 (H): 0.112, atom 10 (H): 0.118, atom 11 (H): 0.119

=====

The following is a quantum chemistry calculation of C4H5NO as an isolated structure, from the Open Molecules 2025 dataset.

Values from the calculation:
- relative energy (zero: lowest compared OMol25 entry of this formula, charge and spin) (kcal/mol) = 94.8
- multiplicity = 1
- total charge = 0
- molar mass (g/mol) = 83.09
- E (Ha) = -285.2636

Structure (XYZ):
```
11
C4H5NO | the Open Molecules 2025 dataset | ωB97M-V with the def2-TZVPD basis set
C -1.51 -0.06 -0.68
C -0.23 0.01 0.05
O -0.19 0.29 1.34
C 1.08 -0.21 -0.36
C 1.26 0.53 1.41
N 2.12 0.86 2.15
H -2.29 0.59 -0.27
H -1.85 -1.10 -0.62
H -1.35 0.16 -1.74
H 1.43 0.02 -1.35
H 1.53 -1.10 0.09
```

The net atomic charges from Löwdin, expressed in e, are: atom 1 (C): 0.012, atom 2 (C): -0.359, atom 3 (O): 0.082, atom 4 (C): 0.022, atom 5 (C): -0.393, atom 6 (N): 0.125, atom 7 (H): 0.093, atom 8 (H): 0.108, atom 9 (H): 0.100, atom 10 (H): 0.092, atom 11 (H): 0.119

=====

The following is a quantum chemistry calculation of a 2-piece molecular cluster, C4H5NO overall, from the Open Molecules 2025 dataset.

Values from the calculation:
- relative energy (zero: lowest compared OMol25 entry of this formula, charge and spin) (kcal/mol) = 108.0
- multiplicity = 1
- total charge = 0
- molar mass (g/mol) = 83.09
- E (Ha) = -285.2425

Structure (XYZ):
```
11
C4H5NO | the Open Molecules 2025 dataset | ωB97M-V with the def2-TZVPD basis set
O -1.34 0.32 1.34
C -0.60 0.92 0.45
N 0.76 0.70 0.77
C 0.93 -0.52 0.07
C 0.18 -0.39 -1.15
C -0.77 0.58 -0.95
H 0.89 0.61 1.78
H -0.54 -0.87 1.09
H 1.88 -1.07 0.14
H 0.28 -1.05 -2.01
H -1.67 0.77 -1.53
```

The net atomic charges from Löwdin, expressed in e, are: atom 1 (O): -0.036, atom 2 (C): -0.455, atom 3 (N): 0.023, atom 4 (C): -0.147, atom 5 (C): -0.081, atom 6 (C): -0.024, atom 7 (H): 0.135, atom 8 (H): 0.265, atom 9 (H): 0.102, atom 10 (H): 0.108, atom 11 (H): 0.108

=====

The following is a quantum chemistry calculation of a 2-piece molecular cluster, C4H5NO overall, from the Open Molecules 2025 dataset.

Values from the calculation:
- relative energy (zero: lowest compared OMol25 entry of this formula, charge and spin) (kcal/mol) = 41.5
- multiplicity = 1
- total charge = 0
- molar mass (g/mol) = 83.09
- E (Ha) = -285.3485

Structure (XYZ):
```
11
C4H5NO | the Open Molecules 2025 dataset | ωB97M-V with the def2-TZVPD basis set
O -2.34 1.45 1.19
C -1.38 1.95 0.83
C -1.01 -0.95 -0.59
N -0.21 -1.17 0.36
C 1.70 0.14 -0.38
C 0.86 -0.29 0.56
H -1.83 -1.65 -0.79
H -0.94 -0.07 -1.25
H 1.61 -0.19 -1.41
H 2.53 0.79 -0.13
H 1.00 0.00 1.61
```

The net atomic charges from Löwdin, expressed in e, are: atom 1 (O): 0.025, atom 2 (C): 0.006, atom 3 (C): -0.074, atom 4 (N): -0.019, atom 5 (C): 0.004, atom 6 (C): -0.294, atom 7 (H): 0.072, atom 8 (H): 0.075, atom 9 (H): 0.056, atom 10 (H): 0.051, atom 11 (H): 0.099

=====

The following is a quantum chemistry calculation of a 2-piece molecular cluster, C4H5NO overall, from the Open Molecules 2025 dataset.

Values from the calculation:
- relative energy (zero: lowest compared OMol25 entry of this formula, charge and spin) (kcal/mol) = 36.9
- multiplicity = 1
- total charge = 0
- molar mass (g/mol) = 83.09
- E (Ha) = -285.3559

Structure (XYZ):
```
11
C4H5NO | the Open Molecules 2025 dataset | ωB97M-V with the def2-TZVPD basis set
C -1.25 -0.61 0.62
C -0.19 0.44 0.80
C 1.94 -0.77 -1.19
O 1.81 -1.84 -0.87
C 0.18 1.26 -0.15
N 0.51 2.04 -1.04
H -2.07 -0.47 1.33
H -1.68 -0.58 -0.39
H -0.84 -1.62 0.78
H 0.34 0.50 1.75
H 1.25 1.65 -1.63
```

The net atomic charges from Löwdin, expressed in e, are: atom 1 (C): -0.112, atom 2 (C): -0.188, atom 3 (C): 0.025, atom 4 (O): 0.050, atom 5 (C): -0.259, atom 6 (N): 0.131, atom 7 (H): 0.069, atom 8 (H): 0.077, atom 9 (H): 0.066, atom 10 (H): 0.105, atom 11 (H): 0.035

=====

The following is a quantum chemistry calculation of one molecule with the formula C4H5NO, from the Open Molecules 2025 dataset.

Values from the calculation:
- relative energy (zero: lowest compared OMol25 entry of this formula, charge and spin) (kcal/mol) = 32.5
- multiplicity = 1
- SMILES = Cc1ccno1
- total charge = 0
- molar mass (g/mol) = 83.09
- E (Ha) = -285.3628

Structure (XYZ):
```
11
C4H5NO | the Open Molecules 2025 dataset | ωB97M-V with the def2-TZVPD basis set
C -1.70 0.04 0.17
C -0.25 -0.19 -0.02
C 0.74 0.66 -0.41
C 1.93 -0.06 -0.11
N 1.67 -1.26 0.35
O 0.29 -1.34 0.40
H -1.94 -0.09 1.23
H -1.95 1.06 -0.11
H -2.32 -0.66 -0.40
H 0.57 1.56 -0.96
H 2.96 0.26 -0.14
```

The net atomic charges from Löwdin, expressed in e, are: atom 1 (C): -0.007, atom 2 (C): -0.352, atom 3 (C): -0.025, atom 4 (C): -0.146, atom 5 (N): 0.058, atom 6 (O): -0.011, atom 7 (H): 0.092, atom 8 (H): 0.086, atom 9 (H): 0.086, atom 10 (H): 0.106, atom 11 (H): 0.112

=====

The following is a quantum chemistry calculation of C4H5NO as an isolated structure, from the Open Molecules 2025 dataset.

Values from the calculation:
- relative energy (zero: lowest compared OMol25 entry of this formula, charge and spin) (kcal/mol) = 135.0
- multiplicity = 1
- total charge = 0
- molar mass (g/mol) = 83.09
- E (Ha) = -285.1994

Structure (XYZ):
```
11
C4H5NO | the Open Molecules 2025 dataset | ωB97M-V with the def2-TZVPD basis set
C -0.97 -0.65 0.58
C 0.38 0.10 0.59
C 1.25 -0.02 -0.46
O 0.93 0.47 -1.65
C -0.62 1.58 -0.38
N -0.21 1.31 -1.54
H -1.75 -0.05 1.06
H -1.30 -0.88 -0.44
H -0.84 -1.58 1.13
H 0.86 0.07 1.57
H 2.28 -0.35 -0.46
```

The net atomic charges from Löwdin, expressed in e, are: atom 1 (C): -0.114, atom 2 (C): -0.222, atom 3 (C): -0.119, atom 4 (O): -0.037, atom 5 (C): 0.045, atom 6 (N): -0.047, atom 7 (H): 0.070, atom 8 (H): 0.082, atom 9 (H): 0.082, atom 10 (H): 0.118, atom 11 (H): 0.143

=====

The following is a quantum chemistry calculation of one molecule with the formula C4H5NO, from the Open Molecules 2025 dataset.

Values from the calculation:
- relative energy (zero: lowest compared OMol25 entry of this formula, charge and spin) (kcal/mol) = 58.5
- multiplicity = 1
- SMILES = [H]/N=C/OCC#C
- total charge = 0
- molar mass (g/mol) = 83.09
- E (Ha) = -285.3214

Structure (XYZ):
```
11
C4H5NO | the Open Molecules 2025 dataset | ωB97M-V with the def2-TZVPD basis set
H -3.09 -0.78 0.11
N -2.10 -0.65 -0.06
C -1.69 0.44 0.44
O -0.41 0.84 0.37
C 0.45 -0.11 -0.26
C 1.83 0.14 0.14
C 2.94 0.10 0.59
H -2.28 1.18 0.98
H 0.29 -0.09 -1.35
H 0.20 -1.11 0.08
H 3.89 -0.01 1.06
```

The net atomic charges from Löwdin, expressed in e, are: atom 1 (H): 0.052, atom 2 (N): 0.106, atom 3 (C): -0.317, atom 4 (O): -0.058, atom 5 (C): -0.221, atom 6 (C): -0.094, atom 7 (C): 0.120, atom 8 (H): 0.134, atom 9 (H): 0.131, atom 10 (H): 0.120, atom 11 (H): 0.027

=====

The following is a quantum chemistry calculation of one molecule with the formula C4H5NO, from the Open Molecules 2025 dataset.

Values from the calculation:
- relative energy (zero: lowest compared OMol25 entry of this formula, charge and spin) (kcal/mol) = 9.0
- multiplicity = 1
- SMILES = O=C1C=CCN1
- total charge = 0
- molar mass (g/mol) = 83.09
- E (Ha) = -285.4003

Structure (XYZ):
```
11
C4H5NO | the Open Molecules 2025 dataset | ωB97M-V with the def2-TZVPD basis set
O 2.36 -1.03 0.03
C 1.26 -0.52 0.03
C 0.89 0.94 0.14
C -0.43 1.06 0.16
C -1.11 -0.25 -0.10
N 0.03 -1.17 -0.08
H 1.64 1.71 0.21
H -1.08 1.92 0.08
H -1.87 -0.57 0.62
H -1.69 0.09 -0.99
H 0.00 -2.18 -0.10
```

The net atomic charges from Löwdin, expressed in e, are: atom 1 (O): 0.048, atom 2 (C): -0.482, atom 3 (C): 0.012, atom 4 (C): -0.078, atom 5 (C): -0.184, atom 6 (N): 0.069, atom 7 (H): 0.112, atom 8 (H): 0.107, atom 9 (H): 0.120, atom 10 (H): 0.130, atom 11 (H): 0.147

=====

The following is a quantum chemistry calculation of one molecule with the formula C4H5NO, from the Open Molecules 2025 dataset.

Values from the calculation:
- relative energy (zero: lowest compared OMol25 entry of this formula, charge and spin) (kcal/mol) = 89.9
- multiplicity = 1
- SMILES = C[C@H]1O[C@H]1C#N
- total charge = 0
- molar mass (g/mol) = 83.09
- E (Ha) = -285.2714

Structure (XYZ):
```
11
C4H5NO | the Open Molecules 2025 dataset | ωB97M-V with the def2-TZVPD basis set
C -1.20 -0.51 -0.28
C -0.29 0.55 0.18
O 0.44 0.31 1.31
C 1.38 0.54 0.27
C 1.55 -0.52 -0.66
N 1.25 -1.35 -1.41
H -1.74 0.03 0.62
H -1.70 -0.37 -1.26
H -1.04 -1.57 -0.03
H -0.66 1.53 -0.10
H 2.05 1.40 0.36
```

The net atomic charges from Löwdin, expressed in e, are: atom 1 (C): -0.027, atom 2 (C): -0.363, atom 3 (O): 0.001, atom 4 (C): -0.163, atom 5 (C): -0.217, atom 6 (N): 0.150, atom 7 (H): 0.142, atom 8 (H): 0.100, atom 9 (H): 0.094, atom 10 (H): 0.142, atom 11 (H): 0.141